Entry from the OMol25 dataset: the molecule C22H23FO2Si (ωB97M-V with the def2-TZVPD basis set).

Geometry (Å):
F -3.313 -3.623 -1.198
O -1.746 0.917 -1.557
O 1.578 0.925 2.247
C 0.727 4.031 -2.900
C -0.377 4.306 -2.127
C 0.985 2.739 -3.311
C -3.097 0.046 1.782
C -1.634 -3.293 0.530
C -1.320 -2.378 -1.642
C -1.117 3.233 -1.709
C 0.225 1.667 -2.920
C -3.002 0.271 0.426
C -2.055 0.344 2.612
C -0.796 1.068 0.726
C -0.462 -2.706 0.949
C -0.085 -1.915 -1.269
C -2.115 -3.097 -0.779
C -0.855 1.918 -2.078
C -1.830 0.827 -0.163
C -0.877 0.800 2.091
C 0.368 -2.073 0.037
C 0.315 1.129 2.947
C 2.671 -0.175 -0.608
C 3.123 -2.936 0.877
C 1.984 -0.465 2.273
Si 1.971 -1.420 0.652
H 1.358 4.841 -3.227
H -0.689 5.289 -1.941
H 1.869 2.580 -3.948
H -4.042 -0.343 2.118
H -2.211 -3.912 1.193
H -1.780 -2.065 -2.541
H -1.975 3.400 -1.076
H 0.379 0.665 -3.287
H -3.785 0.029 -0.270
H -2.089 0.185 3.661
H 0.092 1.493 0.304
H -0.157 -2.689 1.981
H 0.533 -1.388 -1.989
H 0.240 2.148 3.309
H 0.273 0.541 3.862
H 2.013 0.658 -0.760
H 3.576 0.206 -0.145
H 2.867 -0.582 -1.579
H 2.658 -3.670 1.536
H 4.025 -2.555 1.348
H 3.355 -3.365 -0.096
H 1.288 -1.044 2.895
H 2.932 -0.557 2.766

The value obtained for the LUMO energy is 0.76 eV. Its SMILES is C[Si](C)(COCc1cccc(Oc2ccccc2)c1)c1ccc(F)cc1. The HOMO energy comes out at -8.657 eV. The calculation puts the calculated total energy at -37876.689 eV.